Record 1
DFT (ωB97M-V/def2-TZVPD) results for a 6-piece molecular cluster, C6H24O6 overall at a distorted geometry.

Output
F_max = 3.04 eV Å⁻¹
orbital gap = 10.39 eV
energy above the lowest of the compared OMol25 structures with the same formula, charge and spin = 454.2 kJ/mol
total energy = -18892.305 eV

Each line ends with the Löwdin charge.
Positions of all 36 atoms, in Å:
O (-1.6613, 0.7267, 0.8600)  -0.10
O (-5.2984, -6.0568, -1.4958)  -0.05
O (1.7065, 4.3177, 3.7153)  -0.11
O (-0.7864, -5.5024, -3.6477)  -0.12
O (-2.0162, 5.8853, -2.2010)  -0.16
O (4.6304, 0.6405, -0.5133)  -0.13
C (-0.8961, 6.1679, -3.0927)  -0.12
C (0.2065, -6.1986, -2.9064)  -0.17
C (-2.4469, -0.2954, 1.3842)  -0.33
C (1.6862, 4.3127, 5.0739)  -0.21
C (4.8499, -0.7194, -0.0570)  -0.15
C (-1.4053, -1.2687, 1.9388)  -0.09
H (5.4731, -1.2147, -0.8015)  0.07
H (-3.1447, 0.1699, 2.0804)  0.11
H (4.2205, 0.6415, -1.3814)  0.07
H (-6.0286, -5.4395, -1.5405)  0.03
H (-1.2481, 1.2234, 1.5700)  0.08
H (-0.8466, 5.3293, -3.7872)  0.07
H (-0.7712, -0.7547, 2.6612)  0.07
H (0.9185, -5.5358, -2.4147)  0.07
H (-0.0382, 6.3773, -2.4537)  0.07
H (-3.0610, -0.7664, 0.6168)  0.11
H (3.9515, -1.3128, -0.2268)  0.07
H (5.2410, -0.9543, 0.9329)  0.08
H (2.4348, 3.8161, 3.3416)  0.08
H (-0.1629, -6.8489, -2.1135)  0.08
H (0.6372, 4.1009, 5.2809)  0.08
H (-0.7640, -5.5814, -4.6042)  0.07
H (-1.3411, 7.0501, -3.5531)  0.08
H (2.0357, 5.2498, 5.5074)  0.08
H (0.9487, -6.7020, -3.5259)  0.07
H (-2.0410, -1.9996, 2.4386)  0.07
H (-0.7797, -1.7730, 1.2023)  0.08
H (-4.5817, -5.6142, -1.9504)  0.03
H (-1.9382, 5.0159, -1.8014)  0.06
H (2.3169, 3.5136, 5.4635)  0.08


Record 2
DFT (ωB97M-V/def2-TZVPD) results for C18H19F2N4O6PPbSTe as an isolated structure.

Output
net charge = -2
F_max = 0.24 eV Å⁻¹
orbital gap = 6.53 eV
energy above the lowest of the compared OMol25 structures with the same formula, charge and spin = 0.0 kJ/mol
total energy = -75325.245 eV

Each line ends with the Löwdin charge.
Positions of all 53 atoms, in Å:
Pb (-0.7795, 0.7049, 0.2396)  1.33
Te (-1.8648, 4.2084, -3.3644)  0.21
S (-1.5770, -1.8559, 2.5920)  0.34
P (-1.1865, 1.9571, -3.3092)  0.02
F (3.9100, -2.0304, -1.3187)  0.03
F (4.5101, 2.4870, -0.3358)  0.04
O (-0.4401, -1.0244, 2.1487)  -0.50
O (-2.4650, 1.0234, -3.5996)  -0.32
O (-0.3129, 1.5733, -4.6305)  -0.31
O (-0.4269, 1.4499, -2.1143)  -0.54
O (-2.1084, -1.4840, 3.8879)  -0.36
O (-2.5726, -2.0229, 1.5358)  -0.40
N (0.4076, 5.0981, 2.2908)  0.03
N (0.9230, 5.6794, 4.6416)  0.03
N (-0.2049, 2.8751, 1.4383)  0.01
N (-0.1562, -1.7374, -0.7160)  0.05
C (-3.6269, -0.8685, -2.7131)  -0.08
C (0.6929, -4.3460, -0.4848)  -0.08
C (-2.3639, -0.3899, -3.3975)  -0.30
C (1.5964, -3.3051, -0.3886)  -0.01
C (-0.6491, -4.0695, -0.6922)  -0.08
C (-0.8498, -3.4699, 2.8348)  -0.15
C (1.1438, -1.9908, -0.5382)  -0.21
C (2.0244, 2.0107, -4.0026)  -0.09
C (2.3672, 1.5414, -0.0011)  -0.06
C (0.6683, 5.3473, 3.5573)  -0.47
C (-1.0268, -2.7399, -0.7681)  -0.15
C (0.0827, 3.9075, 1.8971)  -0.38
C (2.0343, -0.8041, -0.4662)  -0.14
C (3.3699, -0.8659, -0.8490)  -0.22
C (3.6864, 1.4096, -0.3756)  -0.28
C (4.2219, 0.2164, -0.8157)  0.04
C (0.8691, 2.3140, -4.9409)  -0.33
C (1.5195, 0.4386, -0.0490)  -0.21
H (-4.5033, -0.4975, -3.2462)  0.07
H (1.0330, -5.3693, -0.3736)  0.10
H (2.9300, 2.5016, -4.3691)  0.07
H (-1.4791, -0.6186, -2.8010)  0.08
H (-3.6651, -1.9605, -2.7028)  0.07
H (2.2031, 0.9354, -3.9462)  0.08
H (1.8160, 2.3638, -2.9940)  0.06
H (1.1207, 2.0298, -5.9652)  0.10
H (2.0019, 2.5113, 0.3134)  0.09
H (-2.0678, -2.4622, -0.8517)  0.09
H (5.2517, 0.1309, -1.1305)  0.12
H (-2.2446, -0.8609, -4.3777)  0.11
H (-0.6621, -3.9231, 1.8646)  0.02
H (-3.6714, -0.5134, -1.6824)  0.07
H (0.0816, -3.3453, 3.3831)  0.06
H (-1.3924, -4.8526, -0.7507)  0.10
H (2.6395, -3.4993, -0.1949)  0.11
H (-1.5532, -4.0688, 3.4106)  0.05
H (0.6275, 3.3813, -4.9300)  0.05


Record 3
DFT (ωB97M-V/def2-TZVPD) results for a 6-piece molecular cluster, C20H49BrF7O25P7 overall at a distorted geometry.

Output
F_max = 1.11 eV Å⁻¹
orbital gap = 10.32 eV
total energy = -226825.570 eV

Each line ends with the Löwdin charge.
Positions of all 109 atoms, in Å:
Br (4.5804, -1.4954, 2.8493)  0.39
P (4.4195, -0.0004, 4.4983)  0.55
P (1.7982, -1.3018, 4.9597)  0.37
P (2.7790, 5.6461, 0.5603)  0.33
P (2.4005, 0.5651, -4.3792)  0.34
P (1.0247, -4.1727, -0.4732)  0.33
P (-2.0856, 3.4301, -7.0963)  0.33
P (-5.0894, -5.3337, 6.3622)  0.33
F (-1.4229, 0.9774, 5.0529)  0.16
F (-1.6625, -2.1519, 3.5419)  0.19
F (-0.8616, -0.6600, 7.3001)  0.17
F (-0.9926, -0.2322, 2.8726)  0.21
F (-0.5872, -2.3404, 5.9378)  0.13
F (-3.0608, -0.5656, 3.2358)  0.19
F (-2.8644, -0.4983, 5.7545)  0.17
O (3.8264, 1.1004, -4.7873)  -0.19
O (2.3655, -2.2340, 6.0867)  -0.14
O (-5.6970, -4.5886, 5.0908)  -0.22
O (-3.5823, -5.5473, 5.9297)  -0.21
O (2.7338, 4.3227, 1.1733)  -0.22
O (-5.6573, -6.8029, 6.3106)  -0.20
O (-3.0151, 3.1368, -8.3432)  -0.22
O (4.2105, 6.0777, 0.0614)  -0.20
O (2.7910, -0.0701, 4.8157)  -0.44
O (-0.4199, -3.4978, -0.5873)  -0.22
O (1.4553, 0.8393, -5.6291)  -0.24
O (1.9035, 1.6688, -3.3614)  -0.22
O (1.9718, -2.9106, -0.4400)  -0.22
O (1.1334, -5.1357, 0.6200)  -0.22
O (-2.8037, 4.6641, -6.4315)  -0.20
O (-5.3292, -4.6444, 7.6261)  -0.22
O (4.9580, -0.9091, 5.7298)  -0.35
O (0.6590, -0.4500, 5.7217)  0.00
O (2.3610, 6.8761, 1.4650)  -0.22
O (1.3254, -4.7742, -1.8981)  -0.20
O (1.8149, 5.8134, -0.6985)  -0.22
O (1.3506, -1.9486, 3.7299)  -0.21
O (-1.8347, 2.3221, -6.1779)  -0.22
O (2.3938, -0.8154, -3.9077)  -0.20
O (-0.7697, 4.0096, -7.7837)  -0.22
C (-5.1791, -7.7518, 5.3461)  -0.09
C (2.4898, -3.6177, 5.8471)  -0.20
C (1.0519, -0.2655, -6.4531)  -0.08
C (-1.8367, -0.8503, 3.6526)  -0.60
C (4.0980, 2.5055, -4.8630)  -0.08
C (4.5321, 7.4544, -0.1819)  -0.09
C (1.8603, -2.0138, 0.6801)  -0.11
C (-3.4855, 5.6482, -7.2235)  -0.08
C (-1.6921, -0.3440, 5.1278)  -0.33
C (-2.6163, 2.0933, -9.2435)  -0.08
C (1.0467, 6.8625, 2.0419)  -0.08
C (-2.7672, -4.3754, 5.7801)  -0.09
C (3.6394, -4.1925, 5.5419)  0.06
C (-1.5337, -4.1707, 0.0137)  -0.09
C (-0.5726, -0.9843, 6.0178)  -0.50
C (0.5645, 1.5349, -2.8516)  -0.06
C (0.4817, 3.7617, -7.1218)  -0.09
C (1.3886, 4.6285, -1.3895)  -0.10
C (-6.7648, -3.6494, 5.2918)  -0.09
C (1.6700, -3.8968, -2.9873)  -0.09
H (-2.3574, 1.1912, -8.6894)  0.09
H (4.7239, 7.9620, 0.7609)  0.09
H (0.7126, 2.6997, -7.1418)  0.06
H (0.4749, 2.2166, -2.0134)  0.06
H (2.7134, -3.6035, -2.9116)  0.09
H (0.7331, 4.0382, -0.7526)  0.08
H (0.3825, 0.5177, -2.5057)  0.09
H (-7.1037, -3.3497, 4.3039)  0.09
H (-4.2178, -8.1496, 5.6636)  0.09
H (3.7264, 7.9582, -0.7148)  0.09
H (-1.7373, -4.7087, 5.6997)  0.09
H (5.0088, 2.6178, -5.4445)  0.09
H (0.8487, 5.9013, 2.5153)  0.09
H (-2.4241, -3.6159, -0.2716)  0.08
H (-5.9126, -8.5521, 5.3057)  0.09
H (-4.4570, 5.2673, -7.5301)  0.09
H (0.3941, -0.9288, -5.8960)  0.09
H (0.3007, 7.0623, 1.2733)  0.09
H (0.9419, -1.4319, 0.5894)  0.09
H (-3.6163, 6.5214, -6.5909)  0.09
H (1.0494, -3.0033, -2.9842)  0.07
H (-1.6112, -5.1964, -0.3450)  0.09
H (-2.8751, -3.7244, 6.6479)  0.09
H (3.6474, -5.2753, 5.4398)  0.07
H (1.9170, -0.8235, -6.8089)  0.09
H (4.5607, -3.6445, 5.3845)  0.05
H (-1.7679, 2.4223, -9.8429)  0.09
H (5.8496, -0.5962, 5.9618)  0.06
H (-3.4652, 1.8918, -9.8897)  0.09
H (2.2431, 4.0245, -1.6929)  0.08
H (3.2839, 3.0377, -5.3558)  0.08
H (0.5124, 0.1583, -7.2964)  0.08
H (2.7131, -1.3467, 0.6385)  0.05
H (1.0221, 7.6493, 2.7897)  0.09
H (-6.4052, -2.7811, 5.8399)  0.09
H (-0.1593, 1.8010, -3.6230)  0.09
H (1.5098, -4.4487, -3.9097)  0.09
H (-1.4319, -4.1763, 1.0977)  0.08
H (1.2473, 4.3197, -7.6544)  0.09
H (1.5565, -4.1636, 5.9641)  0.12
H (4.2489, 2.9087, -3.8636)  0.09
H (-5.0822, -7.2967, 4.3611)  0.09
H (1.8575, -2.5601, 1.6206)  0.04
H (5.4308, 7.4619, -0.7920)  0.09
H (-2.9006, 5.9194, -8.1016)  0.09
H (-7.5879, -4.1062, 5.8391)  0.09
H (-3.0486, -3.8448, 4.8733)  0.08
H (0.4418, 4.0953, -6.0850)  0.09
H (0.8450, 4.9560, -2.2724)  0.09


Record 4
DFT (ωB97M-V/def2-TZVPD) results for one molecule with the formula C5H7N.

Output
F_max = 0.50 eV Å⁻¹
orbital gap = 10.48 eV
energy above the lowest of the compared OMol25 structures with the same formula, charge and spin = 310.5 kJ/mol
total energy = -6785.294 eV

Each line ends with the Löwdin charge.
Positions of all 13 atoms, in Å:
N (-0.2631, 0.3991, 0.5922)  -0.13
C (2.8213, -0.9909, -0.3711)  0.11
C (1.6815, -0.6250, -0.5016)  -0.09
C (-1.5445, -0.0887, 1.0569)  -0.10
C (-0.2062, 1.1637, -0.6284)  -0.10
C (0.2851, -0.2475, -0.5861)  -0.31
H (-2.2583, -0.3088, 0.2439)  0.08
H (-1.3723, -1.0072, 1.6273)  0.09
H (-1.1367, 1.3340, -1.1754)  0.11
H (0.4998, 1.9906, -0.6437)  0.11
H (-0.3505, -0.9697, -1.1054)  0.14
H (3.8326, -1.3047, -0.2338)  0.02
H (-1.9889, 0.6551, 1.7253)  0.08


Look up the orbital gap of the fourth one.
10.48 eV


Repeat the fourth record exactly.
DFT (ωB97M-V/def2-TZVPD) results for one molecule with the formula C5H7N.

Output
F_max = 0.50 eV Å⁻¹
orbital gap = 10.48 eV
energy above the lowest of the compared OMol25 structures with the same formula, charge and spin = 310.5 kJ/mol
total energy = -6785.294 eV

Each line ends with the Löwdin charge.
Positions of all 13 atoms, in Å:
N (-0.2631, 0.3991, 0.5922)  -0.13
C (2.8213, -0.9909, -0.3711)  0.11
C (1.6815, -0.6250, -0.5016)  -0.09
C (-1.5445, -0.0887, 1.0569)  -0.10
C (-0.2062, 1.1637, -0.6284)  -0.10
C (0.2851, -0.2475, -0.5861)  -0.31
H (-2.2583, -0.3088, 0.2439)  0.08
H (-1.3723, -1.0072, 1.6273)  0.09
H (-1.1367, 1.3340, -1.1754)  0.11
H (0.4998, 1.9906, -0.6437)  0.11
H (-0.3505, -0.9697, -1.1054)  0.14
H (3.8326, -1.3047, -0.2338)  0.02
H (-1.9889, 0.6551, 1.7253)  0.08


F_max of number 2 (C18H19F2N4O6PPbSTe)?
0.24 eV Å⁻¹


Copy entry 4 word for word.
DFT (ωB97M-V/def2-TZVPD) results for one molecule with the formula C5H7N.

Output
F_max = 0.50 eV Å⁻¹
orbital gap = 10.48 eV
energy above the lowest of the compared OMol25 structures with the same formula, charge and spin = 310.5 kJ/mol
total energy = -6785.294 eV

Each line ends with the Löwdin charge.
Positions of all 13 atoms, in Å:
N (-0.2631, 0.3991, 0.5922)  -0.13
C (2.8213, -0.9909, -0.3711)  0.11
C (1.6815, -0.6250, -0.5016)  -0.09
C (-1.5445, -0.0887, 1.0569)  -0.10
C (-0.2062, 1.1637, -0.6284)  -0.10
C (0.2851, -0.2475, -0.5861)  -0.31
H (-2.2583, -0.3088, 0.2439)  0.08
H (-1.3723, -1.0072, 1.6273)  0.09
H (-1.1367, 1.3340, -1.1754)  0.11
H (0.4998, 1.9906, -0.6437)  0.11
H (-0.3505, -0.9697, -1.1054)  0.14
H (3.8326, -1.3047, -0.2338)  0.02
H (-1.9889, 0.6551, 1.7253)  0.08